No. 1
Computed, not measured: a structure of composition C22H45GeO3PPdSi2Te, with ωB97M-V with the def2-TZVPD basis set.

Properties
E = -4484.31082 Eh
LUMO energy = -0.19 eV
largest force on an atom = 0.76 eV Å⁻¹
2S+1 = 1
orbital gap = 0.26923 Eh

XYZ file:
```
76
C22H45GeO3PPdSi2Te, DFT ωB97M-V with the def2-TZVPD basis set
H -2.11943 -0.51825 -2.36456
H 2.22290 3.66325 -3.87939
C 0.84556 2.41929 -2.74077
H -1.45236 -2.05086 -2.98081
H -5.63677 -2.01554 1.51981
H -4.10717 2.84826 2.41896
Ge 1.78881 0.88793 0.31973
H -5.77481 0.65002 3.03197
H 5.02264 4.58298 -1.42676
Si -1.73267 -2.15686 -0.54744
H 1.13186 -7.01876 0.46514
C -3.18156 2.79762 2.99626
C -5.24137 -0.17250 2.55185
C -0.74869 -6.16920 -0.12238
H 3.59761 3.42436 0.26650
O -2.27699 1.09966 0.43045
H 0.95570 4.55955 -3.03958
H 1.53204 1.56712 -2.69529
P -2.86909 0.54822 1.67036
Te -1.79626 -1.55150 2.20760
H -2.48293 -5.04606 -0.66878
H 1.42418 3.37975 -0.14195
C -0.02017 2.45106 -1.48332
H 2.11410 1.03527 1.83251
C 1.22788 -4.88039 0.33646
H -6.84104 -1.57987 2.74548
H -0.69665 3.31239 -1.54103
C 0.55268 -3.68540 0.08165
H 3.54365 1.10902 -1.54771
H 0.20245 2.23849 -3.60685
C -3.58499 -2.46982 -0.63169
Pd -0.26629 -0.53745 0.36802
C 1.63266 3.70490 -2.96231
H -4.13267 -1.52838 -0.54618
H 6.10424 3.19006 -1.48609
H 2.98597 -2.83467 -1.83411
H -3.41625 2.99628 4.04011
H 3.55893 -1.32547 1.31779
C 5.07069 3.49891 -1.31109
H -0.67604 1.57538 -1.46806
H 4.57040 1.31064 1.33231
C -2.14800 3.76027 2.46130
H -2.51929 4.78233 2.55717
C -6.18943 -1.18647 1.96432
C 4.66203 1.54615 0.26757
C 4.61238 3.06098 0.07575
H -6.80930 -0.72994 1.19260
H -1.25310 -7.12476 -0.19612
H -0.38161 -0.83772 -2.29142
H 4.45733 3.06055 -2.09978
H 1.36996 -2.45633 -2.41869
H 5.24874 3.53656 0.82698
H 5.65627 1.19700 -0.03554
H 2.53092 -1.15470 -2.16129
C -1.36823 -1.29186 -2.19514
H 3.49351 -3.07167 1.08964
H 2.44946 -2.29138 2.28573
C 2.88683 -2.18494 1.29035
H 2.27632 -4.86623 0.61480
H 2.32128 3.90519 -2.14074
H 0.05360 2.63496 0.65148
H 3.87731 -0.28012 -0.55026
C 0.58651 -6.10851 0.24676
C 3.59162 0.77211 -0.51004
Si 1.51003 -2.02807 0.01156
H -1.21784 3.67579 3.02414
H -4.58830 -0.63076 3.29922
C -1.43581 -4.99347 -0.38719
O -2.68410 1.43305 2.98060
C 0.76100 2.51143 -0.17261
O -4.44623 0.39736 1.49111
C -0.80060 -3.75573 -0.28660
H -3.84818 -2.91062 -1.59954
H -1.94220 3.56272 1.40969
H -3.91675 -3.13815 0.16360
C 2.17312 -2.10439 -1.76620
```

Atom charges from the Löwdin analysis, given in e for atoms 1 to 6: 0.038, 0.073, -0.270, 0.047, 0.062, 0.114

---

No. 2
Computed, not measured: a cluster of 2 separate species, C3H10O2 in total, with ωB97M-V with the def2-TZVPD basis set.

Properties
E = -270.75120 Eh
LUMO energy = 0.64 eV
largest force on an atom = 3.04 eV Å⁻¹
2S+1 = 1
orbital gap = 0.41215 Eh

XYZ file:
```
15
C3H10O2, DFT ωB97M-V with the def2-TZVPD basis set
O 0.33756 1.35585 1.60183
C 0.26770 1.05620 0.23533
H 0.61965 -0.65576 -1.10448
H -2.94391 -3.51504 -0.53613
H 1.88354 1.82952 -0.70183
H -0.77755 1.01502 -0.12207
H 1.25200 1.51489 1.83208
H 1.79957 -0.44369 0.29830
C 0.77245 -0.37549 -0.06802
C 0.82136 2.10685 -0.71057
H 0.19021 -1.03606 0.57498
O -3.01024 -4.15355 0.15660
H -2.39478 -3.83009 0.83453
H 0.60544 3.14752 -0.52067
H 0.57700 1.98382 -1.76987
```

Atom charges from the Löwdin analysis, given in e for atoms 1 to 6: -0.022, -0.534, 0.077, 0.012, 0.077, 0.132

---

No. 3
Computed, not measured: the molecule C5H7NO, with ωB97M-V with the def2-TZVPD basis set.

Properties
E = -324.51142 Eh
LUMO energy (alpha / beta) = 0.29 / 0.73 eV
largest force on an atom = 1.50 eV Å⁻¹
2S+1 = 1
orbital gap (alpha / beta) = 0.24174 / 0.30700 Eh

XYZ file:
```
14
C5H7NO, DFT ωB97M-V with the def2-TZVPD basis set
H 0.49191 2.41544 0.49639
H 2.45088 -1.06150 1.13676
C 0.60106 1.39878 0.12020
N 0.73713 -1.40399 0.03804
C 1.58138 -0.66928 0.61791
C -1.58215 -0.81937 0.41049
O 1.58491 0.71442 0.71820
H -0.71234 -1.30496 -1.45751
H -1.13361 1.31820 -1.14452
C -0.32584 0.71818 -0.73151
H 0.68335 1.16277 -1.30556
H -1.42401 -0.48733 1.43181
H -2.55564 -1.22076 0.14999
C -0.48363 -0.81464 -0.50990
```

Atom charges from the Löwdin analysis, given in e for atoms 1 to 6: 0.134, 0.128, -0.195, 0.102, -0.191, 0.030

---

No. 4
Computed, not measured: the molecule C9H18IO3PS, with ωB97M-V with the def2-TZVPD basis set.

Properties
E = -1616.64959 Eh
LUMO energy = 0.45 eV
largest force on an atom = 2.08 eV Å⁻¹
2S+1 = 1
orbital gap = 0.30537 Eh

XYZ file:
```
33
C9H18IO3PS, DFT ωB97M-V with the def2-TZVPD basis set
H 0.14767 -0.41450 -1.92543
C 0.94220 -0.49820 0.03020
P -1.82149 0.93452 -0.37411
H -2.64351 1.08532 1.84031
C 3.30330 0.38552 -0.23485
H -3.47388 2.22323 0.82797
O -0.62002 -2.30405 1.23005
H -3.96390 0.49323 0.86641
H 2.29848 1.70364 1.12423
C 2.40120 -0.83638 -0.32700
H -2.54727 0.96191 -2.73782
H 2.37490 -1.11543 -1.37431
H 0.23556 -2.05962 -1.24487
H -3.01061 2.47606 -1.89389
C -2.26065 1.70235 -1.99353
H 3.16200 0.41045 1.91536
H 2.80535 -1.63796 0.28005
H 4.02025 1.81925 1.21980
C 3.21070 1.11359 1.08733
H 0.87391 0.57419 0.10365
S 0.47064 -1.20864 1.60290
H 4.32025 0.02880 -0.34937
C -3.13518 1.19690 0.88045
C -0.01564 -1.02260 -1.03981
H -1.36311 2.18576 -2.35684
O 1.56194 -1.87152 2.22119
I 2.97387 1.70294 -1.91357
C -1.48548 -0.87724 -0.62537
H -2.35057 -2.61838 0.25341
H -2.06259 -1.28013 -1.45459
O -0.15257 -0.22738 2.42649
H -2.40267 -1.27015 1.34514
C -1.79305 -1.75546 0.59040
```

Atom charges from the Löwdin analysis, given in e for atoms 1 to 6: 0.109, -0.389, 0.942, 0.023, -0.764, 0.034